# 1
This record from the Open Molecules 2025 dataset describes a 10-piece molecular cluster, C39H101N3O21S7 overall. The level of theory is ωB97M-V with the def2-TZVPD basis set.

```
171
Properties=species:S:1:pos:R:3:lowdin_charge:R:1
C -2.99 2.87 -3.14 -0.074
C -2.07 3.87 -3.84 -0.246
N -2.03 3.79 -5.29 -0.180
C -1.70 2.47 -5.84 -0.248
C -2.21 2.36 -7.27 -0.102
C -1.09 4.78 -5.82 -0.276
C -1.50 6.24 -5.60 -0.082
H -2.86 3.09 -2.08 0.059
H -2.66 1.83 -3.26 0.045
H -4.03 2.87 -3.48 0.087
H -2.31 4.87 -3.48 0.099
H -1.06 3.71 -3.42 0.118
H -0.61 2.32 -5.78 0.112
H -2.22 1.67 -5.32 0.094
H -2.01 1.37 -7.68 0.070
H -3.27 2.62 -7.37 0.075
H -1.81 3.10 -7.98 0.060
H -0.89 4.68 -6.88 0.102
H -0.10 4.61 -5.37 0.110
H -0.78 6.96 -5.96 0.071
H -1.78 6.39 -4.56 0.051
H -2.47 6.41 -6.09 0.077
C 5.43 -0.45 -0.22 -0.116
C 6.57 -1.35 -0.69 -0.228
N 7.66 -1.49 0.29 -0.193
C 8.30 -0.24 0.65 -0.239
C 9.25 0.32 -0.43 -0.075
C 8.48 -2.64 -0.02 -0.281
C 9.63 -2.84 0.95 -0.093
H 5.74 0.57 -0.04 0.032
H 4.98 -0.81 0.71 0.085
H 4.63 -0.48 -0.96 0.040
H 6.15 -2.34 -0.90 0.076
H 7.04 -1.03 -1.63 0.116
H 7.53 0.49 0.85 0.099
H 8.84 -0.36 1.59 0.108
H 8.74 0.50 -1.37 0.062
H 9.58 1.30 -0.06 0.070
H 10.16 -0.27 -0.57 0.061
H 8.82 -2.65 -1.07 0.114
H 7.86 -3.55 -0.02 0.112
H 10.22 -3.70 0.61 0.073
H 9.26 -2.94 1.97 0.079
H 10.39 -2.06 0.93 0.060
C -1.16 0.05 2.84 -0.091
C -1.51 -0.56 1.47 -0.181
N -1.00 0.29 0.39 -0.173
C 0.36 0.74 0.54 -0.205
C 1.42 -0.37 0.60 -0.059
C -1.31 -0.24 -0.95 -0.219
C -2.79 -0.30 -1.23 -0.073
H -0.09 -0.06 3.01 0.023
H -1.70 -0.43 3.65 0.056
H -1.39 1.12 2.82 0.077
H -1.08 -1.56 1.33 0.116
H -2.60 -0.55 1.45 0.074
H 0.66 1.41 -0.28 0.107
H 0.52 1.43 1.37 0.118
H 1.32 -1.13 -0.17 0.076
H 2.45 -0.01 0.70 0.019
H 1.28 -0.96 1.51 0.085
H -0.80 -1.21 -1.05 0.097
H -0.85 0.49 -1.63 0.111
H -3.34 -0.95 -0.56 0.078
H -2.88 -0.70 -2.25 0.065
H -3.25 0.68 -1.34 0.058
O -5.07 3.78 0.16 -0.271
S -4.30 3.81 1.37 0.624
O -4.34 4.91 2.29 -0.289
O -4.55 2.48 2.26 -0.269
C -4.68 1.23 1.59 -0.256
C -4.81 0.14 2.63 -0.062
C -2.51 3.55 0.99 -0.084
H -3.90 1.02 0.87 0.087
H -5.62 1.26 1.02 0.126
H -5.60 0.30 3.36 0.099
H -3.89 0.20 3.23 0.031
H -4.79 -0.85 2.17 0.078
H -2.05 3.20 1.91 0.038
H -2.03 4.44 0.60 0.076
H -2.47 2.67 0.34 0.034
O -0.46 -1.43 5.02 -0.317
S 0.79 -0.73 5.14 0.683
O 1.81 -1.26 6.00 -0.257
O 1.39 -0.51 3.64 -0.329
C 2.81 -0.29 3.52 -0.227
C 3.11 0.67 2.38 -0.063
C 0.47 1.01 5.50 -0.068
H 3.23 -1.26 3.26 0.129
H 3.26 0.10 4.43 0.119
H 4.19 0.77 2.29 0.094
H 2.63 1.60 2.67 0.104
H 2.66 0.30 1.46 -0.059
H -0.05 1.34 4.61 0.040
H 1.42 1.52 5.66 0.085
H -0.03 1.14 6.46 0.087
O -4.00 -3.25 -3.22 -0.272
S -5.05 -2.47 -3.81 0.597
O -5.58 -1.36 -3.06 -0.289
O -4.63 -1.91 -5.26 -0.250
C -5.51 -1.03 -5.95 -0.281
C -4.69 -0.25 -6.98 -0.054
C -6.31 -3.70 -4.25 -0.109
H -5.96 -0.32 -5.25 0.114
H -6.38 -1.52 -6.39 0.116
H -5.29 0.60 -7.31 0.086
H -4.33 -0.91 -7.76 0.084
H -3.82 0.12 -6.45 0.059
H -7.03 -3.30 -4.97 0.058
H -6.78 -4.10 -3.35 0.073
H -5.79 -4.53 -4.72 0.070
O -1.62 4.33 6.69 -0.277
S -2.22 3.64 5.57 0.620
O -1.49 3.45 4.35 -0.290
O -2.65 2.19 6.15 -0.263
C -3.12 1.21 5.19 -0.278
C -3.58 -0.06 5.91 -0.027
C -3.85 4.33 5.19 -0.104
H -2.26 1.05 4.54 0.056
H -3.96 1.59 4.60 0.090
H -4.51 0.08 6.46 0.088
H -2.73 -0.52 6.39 0.079
H -3.90 -0.71 5.09 0.056
H -3.69 5.34 4.82 0.072
H -4.39 4.48 6.12 0.077
H -4.39 3.72 4.47 0.038
O 3.05 3.46 -0.25 -0.272
S 3.79 2.59 -1.13 0.662
O 4.79 1.67 -0.67 -0.334
O 2.62 1.76 -1.94 -0.266
C 3.12 0.75 -2.83 -0.262
C 1.94 0.21 -3.61 -0.049
C 4.43 3.60 -2.49 -0.094
H 3.47 -0.03 -2.14 0.079
H 3.94 1.03 -3.49 0.126
H 1.42 0.95 -4.23 0.072
H 1.20 -0.26 -2.96 0.061
H 2.21 -0.56 -4.32 0.089
H 5.39 3.14 -2.68 0.066
H 4.48 4.61 -2.08 0.068
H 3.77 3.64 -3.35 0.073
O 1.00 -2.90 -2.07 -0.307
S 0.79 -4.27 -1.65 0.628
O 0.24 -5.25 -2.54 -0.271
O 2.19 -4.87 -1.05 -0.248
C 3.03 -4.03 -0.26 -0.248
C 3.86 -3.04 -1.05 -0.074
C -0.22 -4.24 -0.16 -0.111
H 3.68 -4.75 0.23 0.128
H 2.49 -3.54 0.56 0.106
H 4.55 -2.55 -0.36 0.041
H 3.33 -2.23 -1.56 0.058
H 4.43 -3.54 -1.83 0.100
H -1.14 -3.69 -0.31 0.061
H 0.40 -3.65 0.52 0.045
H -0.33 -5.25 0.20 0.080
O -3.55 -2.65 3.37 -0.276
S -3.05 -3.90 2.90 0.614
O -3.00 -4.24 1.49 -0.293
O -1.55 -4.12 3.45 -0.257
C -1.25 -3.63 4.77 -0.281
C 0.09 -4.22 5.16 -0.051
C -3.88 -5.32 3.73 -0.080
H -1.99 -3.92 5.53 0.119
H -1.30 -2.54 4.77 0.017
H 0.83 -4.01 4.38 0.084
H 0.01 -5.26 5.45 0.081
H 0.52 -3.67 6.00 0.072
H -4.94 -5.08 3.73 0.066
H -3.45 -5.38 4.72 0.052
H -3.64 -6.17 3.10 0.065
```

SMILES   CCOS(C)(=O)=O.CCOS(C)(=O)=O.CCOS(C)(=O)=O.CCOS(C)(=O)=O.CCOS(C)(=O)=O.CCOS(C)(=O)=O.CCOS(C)(=O)=O.CCN(CC)CC.CCN(CC)CC.CCN(CC)CC
E_HOMO   -0.2938 Ha
ΔE to the lowest compared entry with this formula, charge and spin   81.4 kcal per mole
Largest force on an atom   6.20 eV/A
Spin multiplicity   1

# 2
This record from the Open Molecules 2025 dataset describes C39H103N3O14 as an isolated structure. The level of theory is ωB97M-V with the def2-TZVPD basis set.

```
159
Properties=species:S:1:pos:R:3:lowdin_charge:R:1
C -10.56 0.69 2.23 -0.049
C -9.68 0.14 3.40 -0.256
O -9.42 1.00 4.50 -0.064
H -10.51 -0.11 1.50 0.094
H -10.23 1.66 1.85 0.094
H -11.56 0.61 2.66 0.008
H -8.77 -0.22 2.90 0.113
H -10.10 -0.77 3.82 0.116
H -8.79 1.68 4.25 0.117
C -18.45 2.01 1.90 -0.086
C -19.17 0.74 2.11 -0.249
O -18.32 -0.40 2.26 -0.217
H -19.06 2.91 1.84 0.105
H -17.92 1.95 0.94 0.091
H -17.68 2.21 2.65 0.020
H -19.83 0.67 1.25 0.124
H -19.80 0.88 2.99 0.129
H -17.84 -0.46 1.43 0.003
C -12.61 -3.45 3.45 -0.057
C -13.75 -2.81 2.68 -0.331
O -13.17 -1.74 1.96 -0.145
H -11.96 -2.75 3.97 0.058
H -11.98 -4.07 2.81 0.072
H -13.07 -4.10 4.19 0.077
H -14.44 -2.46 3.45 0.046
H -14.28 -3.51 2.04 0.130
H -13.85 -1.27 1.47 -0.306
C -16.65 -2.03 1.46 -0.051
C -16.83 -1.10 0.23 -0.252
O -15.97 -1.25 -0.86 -0.012
H -16.92 -3.03 1.10 0.123
H -17.43 -1.74 2.17 0.055
H -15.70 -2.12 2.00 0.040
H -16.84 -0.03 0.46 0.099
H -17.85 -1.21 -0.14 0.140
H -15.90 -0.38 -1.26 0.132
C -18.85 -1.41 4.48 -0.086
C -19.11 -2.26 5.72 -0.249
O -18.65 -3.63 5.51 -0.069
H -17.95 -1.82 4.00 0.084
H -18.55 -0.42 4.81 0.019
H -19.61 -1.21 3.74 0.100
H -20.19 -2.28 5.85 0.113
H -18.82 -1.80 6.66 0.063
H -19.20 -4.04 4.84 0.076
C -14.05 3.68 6.44 -0.191
C -14.35 4.66 7.55 -0.291
O -13.40 4.53 8.59 -0.030
H -14.39 2.67 6.68 0.080
H -12.97 3.56 6.39 0.100
H -14.30 3.98 5.43 0.039
H -15.33 4.35 7.91 0.034
H -14.48 5.67 7.16 0.130
H -13.85 4.84 9.38 0.084
O -14.06 -2.15 6.17 -0.074
H -14.69 -2.03 6.88 0.074
H -14.14 -1.36 5.64 0.002
O -10.48 2.76 5.26 -0.014
H -10.49 1.84 4.99 0.001
H -10.05 3.21 4.54 0.107
O -14.12 -1.23 0.54 0.134
H -14.83 -1.50 -0.05 0.020
H -14.07 -0.28 0.43 0.112
O -11.89 -1.66 6.59 -0.083
H -12.25 -2.22 7.27 0.053
H -12.43 -1.83 5.82 -0.039
O -11.25 2.45 7.26 -0.024
H -10.71 2.61 6.49 -0.101
H -11.24 1.50 7.37 0.085
C -15.87 2.36 8.58 0.021
C -17.09 2.55 7.60 -0.348
C -17.19 1.40 6.51 -0.177
C -17.61 0.07 7.02 -0.199
C -19.01 0.11 7.54 -0.096
C -19.16 1.29 8.62 -0.384
N -18.38 2.52 8.32 -0.179
O -18.68 3.53 9.12 0.011
C -20.62 1.77 8.74 -0.050
C -18.76 0.71 10.08 -0.013
C -16.92 3.83 6.77 -0.028
H -15.11 1.78 8.06 0.083
H -16.11 1.94 9.55 0.079
H -15.41 3.30 8.90 0.061
H -17.92 1.76 5.79 0.116
H -16.20 1.22 6.08 0.083
H -16.98 -0.24 7.85 0.155
H -17.54 -0.66 6.21 0.070
H -19.25 -0.85 7.99 0.111
H -19.72 0.19 6.71 0.128
H -21.06 2.01 7.77 0.079
H -21.19 0.97 9.21 0.084
H -20.81 2.70 9.26 0.076
H -17.67 0.78 10.16 0.052
H -19.26 1.30 10.85 0.073
H -18.98 -0.35 10.26 0.074
H -17.25 4.66 7.40 0.108
H -17.56 3.85 5.89 0.077
H -15.88 4.02 6.50 0.041
H -18.10 3.38 9.87 0.106
C -17.30 6.09 1.40 -0.038
C -16.58 6.21 2.78 -0.437
C -17.17 5.17 3.83 -0.084
C -16.63 3.75 3.68 -0.203
C -15.12 3.84 3.79 -0.132
C -14.44 4.80 2.80 -0.354
N -15.10 6.11 2.75 -0.128
O -14.56 7.01 1.84 -0.008
C -13.00 5.13 3.34 -0.014
C -14.38 4.21 1.33 0.023
C -17.02 7.63 3.30 -0.045
H -17.11 5.16 0.87 0.063
H -18.37 6.28 1.49 0.079
H -16.92 6.88 0.75 0.076
H -16.87 5.55 4.81 0.104
H -18.26 5.23 3.76 0.121
H -16.97 3.01 4.41 0.090
H -16.89 3.38 2.69 0.073
H -14.86 2.80 3.59 0.067
H -14.99 3.97 4.87 0.055
H -12.82 5.48 4.35 0.094
H -12.36 5.80 2.77 0.088
H -12.52 4.17 3.54 0.043
H -14.65 3.15 1.26 0.022
H -13.37 4.30 0.93 0.096
H -14.94 4.76 0.58 0.078
H -16.74 7.97 4.30 0.078
H -16.57 8.38 2.65 0.068
H -18.09 7.84 3.26 0.079
H -14.29 7.76 2.38 0.107
C -17.23 0.45 4.55 -0.150
C -15.80 0.25 3.99 -0.311
C -15.66 1.24 2.78 -0.079
C -14.20 1.44 2.21 -0.098
C -13.21 1.98 3.29 -0.108
C -13.38 1.09 4.63 -0.251
N -14.79 0.67 4.98 -0.045
O -14.91 0.01 6.23 -0.052
C -12.51 -0.16 4.40 -0.033
C -12.87 2.00 5.82 -0.102
C -15.67 -1.17 3.52 -0.089
H -17.98 0.23 3.79 0.052
H -17.45 1.48 4.81 0.056
H -17.37 -0.17 5.44 -0.003
H -16.19 0.97 1.87 0.093
H -16.06 2.18 3.17 0.033
H -14.22 2.18 1.41 0.050
H -13.84 0.47 1.85 0.088
H -13.03 3.06 3.28 0.049
H -12.27 1.65 2.84 0.054
H -12.88 -0.84 3.63 0.078
H -11.47 0.13 4.23 0.045
H -12.38 -0.75 5.31 0.027
H -13.22 3.02 5.68 -0.039
H -13.32 1.68 6.77 0.101
H -11.86 1.92 6.23 -0.025
H -16.52 -1.69 3.08 0.032
H -15.47 -1.86 4.35 0.110
H -14.75 -1.26 2.94 0.050
H -15.47 0.63 6.70 0.026
```

E_HOMO   -0.2625 Ha
ΔE to the lowest compared entry with this formula, charge and spin   1034.0 kcal per mole
Largest force on an atom   16.06 eV/A
Spin multiplicity   1

Which formula does entry 1 have?
C39H101N3O21S7

The lowest largest force on an atom belongs to which entry?
C39H101N3O21S7